{
  "formula": "C11H14BrCl3GeN3O4PdS",
  "method": "ωB97M-V/def2-TZVPD",
  "species": ["Pd", "C", "C", "C", "C", "C", "Br", "N", "C", "H", "H", "H", "H", "H", "H", "O", "S", "O", "O", "O", "C", "C", "C", "C", "N", "N", "C", "H", "H", "H", "H", "H", "H", "H", "H", "Cl", "Ge", "Cl", "Cl"],
  "xyz": [[-0.730, -0.058, -0.317], [3.146, -2.464, -1.918], [1.924, -2.566, -1.056], [1.037, -3.630, -1.202], [-0.122, -3.664, -0.445], [-0.349, -2.603, 0.401], [-1.957, -2.542, 1.428], [0.482, -1.584, 0.621], [1.622, -1.604, -0.110], [3.673, -3.420, -1.967], [3.824, -1.688, -1.563], [2.856, -2.180, -2.934], [1.239, -4.405, -1.932], [-0.843, -4.461, -0.542], [2.288, -0.773, 0.075], [-1.454, 1.094, -2.170], [-2.034, -0.299, -2.396], [-2.467, -0.422, -3.773], [-0.901, -1.267, -2.135], [-3.087, -0.542, -1.405], [0.992, 3.859, 3.168], [-0.015, 2.882, 2.658], [-1.262, 2.522, 3.127], [-1.737, 1.541, 2.231], [-0.818, 1.328, 1.299], [0.210, 2.134, 1.566], [-3.053, 0.842, 2.151], [0.511, 4.581, 3.826], [1.467, 4.386, 2.340], [1.773, 3.344, 3.733], [-1.763, 2.903, 4.003], [0.934, 2.165, 0.833], [-3.871, 1.533, 2.364], [-3.107, 0.005, 2.849], [-3.170, 0.450, 1.138], [2.567, -0.284, -4.940], [0.474, 0.615, -3.373], [1.494, 1.652, -1.167], [0.229, 2.618, -4.467]],
  "lowdin_spin": [0.753, -0.001, -0.003, 0.025, -0.005, 0.023, 0.002, 0.011, 0.023, 0.000, 0.000, -0.001, 0.002, -0.001, 0.001, 0.048, -0.002, 0.009, 0.073, 0.004, 0.000, -0.001, 0.001, 0.003, 0.034, 0.002, 0.000, 0.000, 0.000, 0.000, 0.001, 0.000, 0.000, 0.000, 0.000, 0.000, -0.001, -0.001, 0.000],
  "relative_energy_kcal_mol": 57.0,
  "e_lumo_ev": [4.33, 4.33],
  "s2": 0.756,
  "e_tot_ev": -202740.1983,
  "orbital_gap_ev": [5.906, 5.898],
  "spin_multiplicity": 2,
  "charge": -2
}